{"formula": "C44H116F3MnN10O12", "method": "ωB97M-V/def2-TZVPD", "elements": ["C", "H", "C", "N", "H", "H", "H", "H", "H", "H", "C", "H", "H", "N", "H", "H", "C", "H", "N", "H", "H", "N", "H", "H", "H", "C", "C", "H", "H", "H", "C", "C", "H", "H", "N", "C", "H", "H", "H", "H", "C", "H", "H", "H", "H", "H", "H", "C", "C", "H", "H", "H", "C", "C", "C", "H", "H", "C", "H", "O", "H", "H", "H", "H", "H", "H", "C", "F", "H", "H", "F", "H", "C", "C", "F", "H", "N", "H", "C", "H", "C", "H", "H", "H", "H", "H", "H", "C", "C", "C", "H", "H", "H", "N", "C", "H", "C", "N", "H", "H", "H", "C", "O", "H", "H", "H", "H", "H", "H", "C", "H", "C", "N", "H", "H", "H", "H", "H", "H", "C", "H", "C", "H", "H", "H", "H", "H", "C", "C", "C", "O", "H", "Mn", "O", "H", "H", "H", "C", "H", "C", "O", "H", "C", "H", "O", "H", "O", "H", "H", "O", "H", "H", "H", "H", "H", "H", "O", "C", "H", "O", "H", "O", "H", "H", "C", "H", "H", "H", "H", "H", "H", "C", "C", "H", "H", "C", "H", "C", "H", "C", "H", "N", "H", "H", "O", "H"], "coordinates": [[-2.91741, -2.59838, 3.94882], [-3.19343, -4.64292, 3.56797], [7.48138, -1.27548, 2.91848], [-2.64742, 4.49231, 2.20304], [2.06014, -0.94666, -5.15528], [-1.92382, 4.51649, 2.92121], [5.29265, 6.56234, 0.96693], [-2.00852, 2.92225, -2.65900], [-5.42278, -2.86038, 4.02897], [-0.61388, 6.28870, -3.21385], [-0.48311, -5.30040, -4.37520], [4.34970, 2.55684, 0.40416], [-3.31784, -2.01431, 3.11906], [-5.06642, -3.73334, 3.64483], [5.82676, 0.23558, 1.46565], [-3.48352, -1.85976, -5.72637], [-0.17875, -0.36651, -1.01355], [-0.04874, 1.87243, -5.28023], [3.59289, -3.42497, 0.42079], [0.27002, -5.98503, -4.77103], [-0.44890, -1.21886, -0.37896], [-6.10422, -3.56258, -0.46790], [3.58084, -6.05207, 0.26477], [-0.58570, -3.59706, -7.18349], [-1.71480, -0.91039, -2.47890], [-3.46497, 3.29370, 2.62012], [-3.11205, 0.12506, -6.51297], [-0.22332, -5.09896, -6.91841], [8.08781, -2.13142, 3.22587], [0.80776, 1.11602, 0.88419], [3.55348, 2.70366, 6.84212], [0.85846, -3.31508, -5.12429], [0.29309, 6.03490, 1.72036], [5.81313, 3.17710, -2.25468], [4.70602, 3.58626, 6.61092], [-0.97052, 0.51819, 1.90247], [-3.31238, -1.20887, -8.02952], [-3.46651, -0.63559, -4.50967], [-1.22340, -0.04004, -5.31970], [2.26127, -2.38071, -1.48398], [3.56027, 2.69139, -0.34551], [2.98229, 0.18450, 4.19284], [-4.50355, 0.96087, -0.28685], [3.01609, 3.91825, -1.94626], [2.11689, 3.34043, 2.78344], [4.74299, 5.59777, -1.83066], [-4.03016, -2.11691, -0.48602], [2.35855, 3.12514, 6.02057], [3.35493, -0.33526, 3.31158], [-1.24255, -3.34589, -4.80306], [0.92285, -0.37562, -1.03664], [4.63006, 2.12331, -2.64223], [4.59481, 4.94776, -0.95438], [-2.26732, -3.89589, -0.00301], [2.25968, -3.46618, -1.60253], [8.10842, -0.80153, 2.15726], [-1.19015, -0.80169, -6.86177], [3.19068, -5.57202, -0.64636], [-1.84243, -2.74468, 3.86305], [-3.36264, -4.05819, -0.86567], [0.79571, -7.74072, -0.96277], [-3.08564, -1.95280, 4.82008], [-2.22354, -2.91643, 0.49340], [-3.83249, 2.04058, -1.56268], [7.30962, -0.60354, 3.75634], [-0.82229, 2.39739, -1.77137], [-3.70392, -3.89907, 4.18615], [-0.95576, 1.07664, 3.12426], [-3.37890, -3.60940, 8.11651], [-3.45528, 3.93300, 4.72321], [-2.24668, 0.23808, 1.55914], [4.39654, 7.52065, -0.20777], [-3.96517, -2.85582, -1.29304], [3.25838, 2.47329, 8.30284], [-0.28816, -0.65366, 2.06442], [-7.03891, -2.15882, -2.69571], [-1.40444, 3.22934, -1.89690], [-4.16462, -5.23450, 5.80346], [-6.09666, -1.89445, -2.22286], [-4.87400, -0.71831, -5.51062], [-1.60262, 0.07200, -6.34412], [3.83177, 1.72895, 6.39819], [-1.49346, 5.02843, -4.10347], [4.49298, -0.87397, 1.31928], [3.04138, -3.62859, -2.35321], [-2.63489, -4.26546, 6.01901], [-4.94938, -2.65589, 8.20268], [-4.11390, 3.49641, 3.97701], [1.18140, -6.80811, -0.54998], [2.59168, -4.21146, -0.34578], [1.05518, -2.86145, -4.14651], [-2.98327, 0.26289, -8.53835], [-5.44331, -1.34959, -2.91470], [-3.55330, -0.23538, -7.85548], [-0.48964, -4.03224, -5.21667], [3.05066, -2.29838, -5.79511], [0.41135, 4.78702, -1.22625], [6.52253, -2.49243, 1.06539], [3.65763, -3.72739, 1.38977], [-0.10827, 2.98922, -6.63251], [-3.22749, 5.29367, 2.45954], [2.18929, -1.64625, -5.98985], [-0.51713, 2.64788, 0.82075], [-5.49281, -4.00781, -2.38021], [2.68101, 3.27983, 8.75922], [4.07536, -5.45168, -1.27720], [1.41955, 6.32849, 0.30186], [5.61959, -2.39356, 2.97736], [1.34546, -3.86111, -2.04534], [5.29156, -0.55387, 2.00697], [5.53238, 3.12826, 6.97929], [-3.79286, -0.82701, -5.54578], [4.82828, 3.10059, -2.47845], [2.68802, 1.54916, 8.41993], [2.14099, 4.18139, 6.23719], [-0.19823, -5.06629, -3.34196], [3.26713, -2.46656, 0.50793], [0.04060, 7.31879, 0.55768], [-6.28817, -1.20849, -1.39573], [0.39486, 6.28554, 0.66802], [5.56485, 4.75670, -0.47529], [-0.27564, 1.33874, 0.79090], [-4.40983, 2.51140, 4.34947], [4.85920, 3.63503, 5.60835], [-3.41166, 1.14467, -6.25408], [3.33951, 1.70230, -0.75536], [3.62826, 7.06560, 1.34120], [3.97146, 3.66821, -1.45649], [-4.40367, -3.48696, 7.76480], [-0.44409, 4.27372, -2.37782], [3.72695, 5.59469, -0.05550], [3.19972, -1.41869, 3.40994], [-1.96225, 3.97072, 0.10879], [2.72717, 3.01936, 4.66117], [1.14181, 2.16094, 3.73496], [1.59998, -4.13261, -5.23238], [-2.13955, 5.58815, -2.62795], [1.66106, 3.12158, 3.75132], [-5.57966, -4.28647, 0.00890], [-1.18075, 5.36766, -3.11136], [-1.05372, 1.22224, -6.98562], [-4.98302, 1.99796, 1.80671], [-0.69144, -0.54597, -2.42991], [-7.01909, -3.94838, -0.66510], [2.30464, -6.43943, -1.31195], [6.97179, -1.86491, 0.40676], [-0.35959, 5.43927, -0.19528], [0.34335, 3.79275, -2.97239], [4.18077, 2.34092, 8.86783], [4.72317, -0.06266, 3.20200], [-4.99701, -4.38035, 8.00816], [-5.03553, 4.07484, 3.87917], [1.00970, 4.01588, -0.73883], [-2.34251, -4.63593, 0.79405], [-5.19494, 3.75707, 1.41739], [1.52508, 2.45419, 6.25903], [-4.42208, -3.28656, 6.35872], [-4.41693, 1.98362, -0.65175], [1.75255, -4.36930, 0.34341], [-3.77568, 2.82602, 0.31512], [0.01069, -1.05497, -3.08670], [-0.66517, 0.85934, -0.50725], [-5.66574, -4.42769, 4.08803], [-2.78314, 2.44494, 2.64758], [-4.48450, 2.93346, 1.56101], [2.68670, 3.03268, 0.21536], [-1.46156, -5.76740, -4.31074], [0.96857, 3.95471, 3.93302], [-0.71780, 0.46783, -2.86038], [-3.43218, -2.46842, -2.17435], [1.11732, 5.50622, -1.65362], [4.29451, 6.73064, 0.55080], [-3.67183, -4.26120, 5.65972], [1.44146, -7.02656, 0.49522], [2.76675, 0.01349, 2.45081], [-0.69024, 2.23971, -6.09950], [2.43738, -1.09051, -6.89281], [-5.38533, -3.14679, -1.71491], [-5.41730, 2.36899, -0.87200], [6.18445, -1.76339, 2.28662], [-1.29772, -3.96986, -0.51552], [-0.86698, -4.37756, -6.58932], [0.37933, -6.06229, -0.55832], [-1.56945, 2.71098, -5.62893], [1.02918, -2.41356, -6.19397], [5.67179, -2.84348, 0.62110]], "forces_ev_per_angstrom": [[-0.6, 0.6, 0.8], [-0.2, -0.4, 0.4], [0.3, -0.7, 0.0], [-0.8, -0.3, 0.6], [0.1, 0.0, 0.0], [0.4, 0.1, -0.4], [-0.1, -0.3, 0.1], [-0.1, 0.5, 0.0], [0.0, 0.0, -0.1], [0.1, 0.0, 0.0], [0.4, 0.5, 0.5], [0.1, 0.0, -0.2], [0.2, -0.4, -0.3], [0.1, 0.0, 0.6], [0.2, 0.1, 0.3], [-0.3, -0.1, -0.2], [0.7, -0.9, 0.2], [-0.1, -0.1, -0.1], [0.0, 0.2, 0.0], [-0.2, -0.2, 0.0], [-0.2, 0.1, 0.0], [0.3, 0.3, 0.0], [-0.3, 0.1, 0.2], [-0.4, 0.1, 0.1], [0.1, -0.4, -0.1], [0.3, -0.2, 0.0], [-0.2, -0.8, 0.7], [-0.2, -0.2, 0.2], [-0.2, 0.0, 0.3], [-0.1, 0.0, 0.2], [0.9, -1.1, -0.9], [0.4, -1.6, -0.4], [0.2, -0.5, -0.1], [0.0, 0.0, 0.1], [-0.3, 0.3, 0.1], [0.5, -0.8, -0.3], [-0.2, -0.1, 0.2], [0.1, 0.1, -0.2], [-0.3, 0.4, 0.1], [-0.5, 0.0, 0.2], [0.5, 0.0, 0.5], [0.0, -0.1, 0.1], [0.2, 0.0, 0.0], [0.2, 0.3, -0.1], [-0.1, -0.3, -0.1], [0.3, 0.0, 0.1], [0.3, 0.0, 0.0], [0.4, 0.4, 0.2], [-0.2, -0.2, 0.2], [-0.2, -0.1, -0.2], [-0.1, 0.3, 0.1], [0.0, 0.0, 0.0], [-0.1, 0.4, -0.4], [0.5, 0.3, 0.4], [0.1, -0.1, -0.8], [-0.3, 0.3, 0.0], [-0.1, 0.0, -0.1], [0.6, -0.3, 0.1], [0.0, -0.1, -0.2], [-0.1, 0.3, 0.3], [0.0, 0.1, -0.1], [0.1, 0.0, 0.0], [-0.4, 0.0, -0.1], [0.1, -0.2, 0.0], [0.0, 0.0, 0.0], [-0.4, -0.1, 0.9], [0.3, 0.7, -1.0], [-0.3, 0.3, -0.4], [0.0, 0.2, 0.3], [0.1, 0.1, -0.1], [0.2, 0.0, 0.5], [0.0, 0.1, 0.2], [-0.2, -0.3, -0.9], [-0.2, 0.0, 0.2], [-0.6, 0.2, -0.3], [0.0, 0.2, -0.1], [0.7, 0.1, -0.8], [0.4, -0.1, 0.1], [0.8, 0.0, -0.2], [-0.1, -0.2, -0.4], [0.4, -0.1, -0.6], [-0.3, -0.1, 0.3], [0.3, 0.0, -0.1], [0.0, 0.1, 0.1], [0.0, -0.2, 0.1], [0.0, -0.3, 0.1], [0.4, 0.2, 0.2], [-0.5, -0.7, -0.2], [-0.2, -0.5, 0.3], [0.7, 0.2, 1.5], [-0.3, 0.2, 0.0], [-0.2, 0.2, 0.1], [-0.3, -0.2, -0.3], [0.5, 0.4, -0.4], [-0.5, 0.3, 0.2], [0.0, 0.0, 0.2], [0.4, 0.5, 0.3], [-0.5, -0.2, 0.1], [0.0, -0.4, -0.2], [-0.2, 0.0, -0.2], [0.1, 0.1, -0.4], [0.5, 0.0, -0.2], [-0.7, 0.5, 0.5], [0.7, 0.4, -0.6], [0.1, 0.1, 0.0], [-0.2, 0.1, -0.2], [0.2, -0.4, 0.5], [0.2, -0.3, 0.0], [-0.1, 0.3, 0.0], [-0.5, -0.5, -0.4], [0.0, 0.1, 0.1], [0.4, 0.0, 1.2], [0.3, 0.0, -0.2], [-0.1, 0.1, 0.0], [-0.4, -0.1, 0.1], [0.1, 0.0, -0.1], [-0.1, 0.0, -0.2], [-0.3, -0.2, 0.0], [-0.1, -0.2, 0.1], [0.1, 1.2, -0.5], [0.0, -0.1, 0.0], [0.9, 0.5, -0.6], [0.0, 0.1, 0.1], [-0.1, 0.1, 0.0], [-0.2, 0.1, -0.3], [-0.1, 0.1, -0.1], [0.0, 0.0, 0.0], [-1.0, -0.6, 0.2], [-0.7, -0.4, -0.7], [0.4, -0.2, 0.5], [-0.3, -0.5, 0.5], [-0.2, 0.1, 0.1], [1.0, -1.1, 0.8], [0.1, 0.3, 0.0], [-0.4, 0.2, -0.2], [0.2, 0.3, 0.1], [0.2, 0.2, 0.3], [0.5, -0.1, -0.3], [0.0, 0.0, 0.0], [-0.7, -0.2, -0.5], [0.6, -0.1, 0.1], [-0.1, 0.0, 0.0], [0.0, 1.4, -0.1], [0.0, 0.1, -0.2], [0.0, 0.1, -0.2], [0.1, 0.0, 0.0], [-0.7, -0.4, -0.5], [-0.3, 0.1, -0.5], [0.0, 0.1, 0.0], [0.2, 0.7, -0.2], [0.3, -0.1, 0.1], [0.1, 0.2, 0.1], [-0.2, -0.3, -0.1], [0.2, -0.2, -0.1], [-0.3, -0.3, 0.3], [-0.2, 0.2, 0.0], [0.2, 0.2, 0.2], [-0.4, 0.4, 0.0], [-0.5, 0.1, -0.6], [-0.2, -0.5, -0.1], [-0.2, -0.6, 0.2], [-0.6, -0.2, 0.0], [0.0, -0.1, -0.2], [0.2, 0.2, 0.2], [0.3, 1.0, -0.4], [0.0, 0.1, -0.1], [0.0, -0.1, -0.3], [0.0, -0.1, 0.4], [-0.1, -0.1, 0.0], [0.2, 0.2, 0.2], [-0.1, 0.1, 0.0], [0.2, 0.5, -0.6], [-0.5, 0.0, -0.1], [0.1, 0.2, 0.0], [0.2, 0.1, -0.1], [0.1, 0.1, 0.5], [-0.3, 0.1, 0.0], [-1.6, -0.5, 1.6], [0.0, 0.0, 0.1], [0.5, 0.9, -0.5], [-0.1, -0.3, -0.2], [0.7, 0.3, -0.3], [0.1, 0.1, -0.1], [0.0, 0.1, -0.1], [-0.2, 0.4, 0.3], [0.3, 0.0, 0.0]], "mulliken_spin": [0.000, 0.000, 0.000, 0.031, 0.000, 0.007, 0.000, 0.014, 0.000, 0.004, 0.000, 0.000, 0.000, 0.000, 0.000, 0.000, 0.003, 0.000, 0.000, 0.000, 0.000, 0.000, 0.000, 0.000, 0.000, 0.009, 0.000, 0.000, 0.000, -0.008, 0.000, 0.000, -0.005, 0.000, 0.000, -0.021, 0.000, 0.000, 0.000, 0.000, 0.000, 0.000, 0.000, 0.001, 0.000, 0.000, 0.000, 0.000, 0.000, 0.000, 0.004, 0.000, 0.000, 0.000, 0.000, 0.000, 0.000, 0.000, 0.000, 0.000, 0.000, 0.000, 0.000, -0.014, 0.000, -0.005, 0.000, -0.001, 0.000, -0.001, -0.004, 0.000, 0.000, 0.000, 0.001, 0.000, 0.054, 0.000, 0.000, 0.000, 0.000, 0.000, 0.002, 0.000, 0.000, 0.000, 0.000, 0.003, 0.000, 0.000, 0.000, 0.000, 0.000, 0.000, 0.000, 0.000, -0.043, 0.000, 0.000, 0.000, 0.007, 0.000, 0.007, 0.000, 0.000, 0.000, 0.002, 0.000, 0.000, 0.000, 0.000, 0.000, 0.000, 0.000, 0.000, 0.000, 0.000, 0.001, 0.000, 0.004, 0.000, 0.028, 0.001, 0.000, 0.000, 0.000, 0.000, 0.000, 0.000, -0.060, 0.000, 0.000, 4.821, 0.000, 0.000, 0.000, -0.011, -0.001, 0.000, 0.013, 0.000, 0.003, -0.009, 0.000, 0.000, 0.000, 0.050, -0.001, 0.000, 0.000, 0.000, 0.000, 0.055, 0.000, -0.005, 0.000, 0.000, 0.031, 0.000, 0.006, 0.001, 0.016, 0.000, -0.007, 0.003, 0.001, 0.000, 0.000, 0.002, 0.000, 0.005, 0.000, 0.000, 0.000, 0.000, 0.000, 0.000, 0.000, 0.005, 0.000, 0.000, 0.000, 0.000, 0.000, 0.000, 0.000], "total_charge": 1, "largest_force_ha_per_bohr": 0.045, "e_tot_ev": -126444.525, "homo_lumo_gap_ev": [7.86, 7.53], "spin_multiplicity": 6, "homo_ev": [-10.28, -10.28], "lumo_ha": [-0.089, -0.101]}